{"formula": "C4H12NO2", "method": "ωB97M-V with the def2-TZVPD basis set", "symbols": ["C", "C", "C", "C", "N", "H", "H", "H", "H", "H", "H", "H", "H", "H", "H", "O", "H", "H", "O"], "coordinates": [[-0.353135, 1.412554, 2.516202], [-0.339969, 0.030919, 1.830150], [-1.513190, -0.551976, 1.412359], [0.882921, -0.844962, 0.017359], [0.708999, 0.028826, 0.975293], [0.825443, 1.689438, 2.690350], [-0.815545, 1.485133, 3.485874], [-0.719486, 2.107701, 1.731932], [-1.533227, -1.477818, 0.662065], [-2.433041, -0.159448, 1.988239], [1.152215, -0.266514, -0.885777], [0.232569, -1.785343, -0.067302], [1.572511, 0.569565, 1.230979], [1.650596, 2.343617, -2.127100], [0.645829, 1.291768, -2.769207], [1.263357, 1.415739, -2.034692], [-0.123254, -3.191867, -3.723525], [-0.480864, -1.644745, -3.745021], [-0.622728, -2.452586, -3.188180]], "atomic_forces_ev_per_a": [[3.5, 0.0, -0.3], [-4.3, 1.6, 0.3], [0.2, -0.9, 1.3], [-2.1, 0.6, -1.2], [3.6, -2.8, -0.9], [-2.9, -0.4, -0.2], [-0.5, 0.0, 0.0], [0.0, -0.1, 0.9], [-0.4, 2.5, 1.7], [1.4, -1.3, -1.2], [1.8, -1.2, 0.1], [1.1, 1.6, 0.2], [-1.4, 0.4, -0.9], [-0.9, -1.9, 0.0], [0.3, 0.3, 0.1], [0.6, 1.6, -0.1], [-1.5, 2.2, 1.6], [-0.2, -1.2, 0.6], [1.8, -0.9, -2.1]], "charge": 1, "orbital_gap_ev": 8.0, "homo_ev": -13.92, "lumo_energy_ev": -5.9}

{"formula": "C4H12NO2", "method": "ωB97M-V with the def2-TZVPD basis set", "symbols": ["N", "C", "C", "O", "C", "C", "O", "H", "H", "H", "H", "H", "H", "H", "H", "H", "H", "H", "H"], "coordinates": [[-1.121944, -1.014941, 0.184644], [0.334211, -0.378023, 0.250205], [1.386851, -1.301731, -0.408493], [0.634936, -2.374364, -0.873544], [0.224160, 0.983136, -0.545674], [-0.258929, 1.935833, 0.633198], [-1.655702, 1.868661, 0.694068], [-1.328558, -1.549905, -0.654705], [-1.095752, -1.815109, 0.814072], [-1.791816, -0.284210, 0.427934], [0.419332, -0.194119, 1.342391], [1.898214, -0.765793, -1.348689], [2.154383, -1.408574, 0.335101], [1.108059, -3.055441, -1.372635], [-0.585895, 0.697233, -1.263481], [1.094184, 1.227340, -1.155326], [0.133775, 2.902978, 0.327988], [0.438477, 1.834690, 1.533124], [-1.987987, 2.692339, 1.079821]], "atomic_forces_ev_per_a": [[1.9, -0.7, 0.5], [-0.6, 0.6, -1.5], [0.1, 2.0, -2.0], [-0.1, -1.5, 0.0], [-1.8, -1.9, 2.5], [2.9, 1.4, -2.5], [0.1, -0.1, 0.9], [0.1, 0.8, -0.9], [-0.4, 0.4, 0.8], [-0.3, -0.1, 0.1], [0.4, -0.4, -0.9], [-1.1, -0.9, 2.1], [0.5, -1.1, 0.2], [0.2, 0.4, 0.2], [0.5, 1.2, 0.3], [0.1, 0.2, 0.7], [-0.8, 0.7, -0.2], [-1.7, -0.8, -0.4], [-0.1, -0.3, 0.0]], "charge": 1, "orbital_gap_ev": 11.5, "homo_ev": -14.56, "lumo_energy_ev": -3.0, "smiles": "[NH3+][C@@H](CO)CCO"}

{"formula": "C4H12NO2", "method": "ωB97M-V with the def2-TZVPD basis set", "symbols": ["O", "C", "C", "N", "C", "C", "H", "H", "H", "H", "H", "H", "H", "H", "H", "H", "H", "H", "O"], "coordinates": [[-0.588552, -0.765820, -2.345768], [0.477782, -0.230766, -2.478200], [0.923109, 0.819086, -1.477828], [0.138256, 0.611982, -0.242038], [0.411493, -0.714515, 0.548097], [-0.854151, -1.517175, 0.771063], [1.155843, -0.472938, -3.299035], [1.979150, 0.751080, -1.275456], [0.665705, 1.782919, -1.897171], [-0.825178, 0.397765, -0.537475], [0.133638, 1.432821, 0.359059], [0.920744, -0.342830, 1.430821], [1.155564, -1.210420, -0.075108], [-0.658434, -2.533050, 0.432915], [-1.701220, -1.124143, 0.216667], [-1.060786, -1.627439, 1.827484], [-1.486017, 1.282098, 2.617973], [-0.268093, 2.137203, 2.941624], [-0.518853, 1.324141, 2.482374]], "atomic_forces_ev_per_a": [[0.0, 0.0, 0.0], [-0.2, -0.1, 0.1], [-0.3, -0.5, 0.1], [-0.9, -1.2, -0.1], [1.1, 1.4, -0.6], [0.7, -0.5, 0.2], [0.1, 0.1, -0.2], [0.4, 0.1, 0.1], [0.2, 0.4, -0.1], [0.1, 0.7, -0.2], [-0.1, -0.1, 0.4], [-0.2, -0.4, 0.3], [-0.2, -0.2, 0.1], [-0.2, 0.0, -0.3], [-0.2, -0.1, 0.1], [-0.3, 0.4, 0.2], [0.6, -0.1, 0.0], [0.1, -0.1, 0.1], [-0.7, 0.4, -0.1]], "charge": 1, "orbital_gap_ev": 11.5, "homo_ev": -14.88, "lumo_energy_ev": -3.4}

{"formula": "C4H12NO2", "method": "ωB97M-V with the def2-TZVPD basis set", "symbols": ["C", "C", "O", "H", "H", "H", "H", "C", "O", "C", "N", "H", "H", "H", "H", "H", "H", "H", "H"], "coordinates": [[-0.544382, 2.986251, -1.174445], [-0.395674, 3.301731, 0.101885], [-0.869933, 2.509642, 1.107520], [0.072034, 3.492392, -1.891844], [-1.273297, 2.259456, -1.521453], [0.180158, 4.167477, 0.404131], [-0.790078, 2.963832, 1.951932], [0.502945, -0.891750, 0.524087], [0.921492, 0.244111, -0.164167], [0.529076, -2.043223, -0.482816], [-0.078118, -3.278307, 0.142462], [-0.505152, -0.781714, 0.942582], [1.194554, -1.098362, 1.345998], [0.273155, 0.957485, -0.083523], [-0.083486, -1.769715, -1.336268], [1.539606, -2.300614, -0.793152], [-1.067699, -3.133777, 0.352046], [0.390438, -3.482836, 1.030733], [0.004362, -4.102079, -0.455710]], "atomic_forces_ev_per_a": [[-0.3, -0.1, 0.1], [0.4, -0.1, -0.2], [-0.4, 0.0, 0.1], [-0.2, 0.4, -0.3], [0.3, -0.2, 0.1], [0.2, -0.1, 0.1], [-0.1, 0.0, 0.0], [0.0, 0.0, -0.1], [0.0, 0.0, -0.1], [-0.2, 0.2, 0.1], [0.1, 0.0, 0.2], [0.0, 0.0, 0.0], [0.0, -0.1, 0.1], [0.1, 0.1, 0.0], [0.1, -0.1, -0.2], [0.0, 0.1, 0.0], [0.0, 0.0, 0.0], [0.0, -0.1, -0.1], [0.0, 0.0, 0.0]], "charge": 1, "orbital_gap_ev": 8.1, "homo_ev": -11.94, "lumo_energy_ev": -3.8}

{"formula": "C4H12NO2", "method": "ωB97M-V with the def2-TZVPD basis set", "symbols": ["C", "O", "N", "C", "C", "O", "C", "H", "H", "H", "H", "H", "H", "H", "H", "H", "H", "H", "H"], "coordinates": [[-2.090876, -0.819323, -0.169240], [-0.835825, -0.260409, -0.773761], [-0.013129, 0.304786, 0.082827], [-0.637374, 1.136950, 1.054528], [0.851296, 1.231652, -0.968429], [0.830776, -0.590830, 0.770352], [1.839270, -1.356413, 0.121186], [-2.898206, -0.105043, -0.014762], [-1.713734, -1.389963, 0.809281], [-2.379774, -1.525829, -0.849487], [-0.720189, 0.434771, 1.843931], [-0.144318, 2.054023, 1.254287], [-1.683136, 1.359357, 0.723359], [0.957326, 0.439513, -1.742433], [0.312079, 1.965862, -1.446866], [1.747503, 1.563695, -0.395605], [1.583474, -2.002103, -0.712711], [2.358215, -1.940472, 0.877834], [2.494250, -0.520870, -0.237050]], "atomic_forces_ev_per_a": [[2.7, -0.3, 3.3], [-3.2, -1.9, -0.9], [4.1, 3.0, -3.2], [-2.8, -0.2, 0.7], [1.5, -4.0, 1.7], [-1.9, -0.3, 1.7], [1.7, 2.1, -1.5], [0.4, 0.2, 0.1], [-1.3, 1.3, -2.0], [-0.7, -1.7, -1.8], [-0.2, 0.2, 1.7], [0.8, 0.4, 0.3], [1.1, 0.0, 0.1], [0.9, 0.8, 0.5], [-1.8, 1.8, -0.1], [-0.7, -0.3, -0.8], [-0.7, 0.0, 0.0], [-0.4, 0.3, 0.3], [0.3, -1.5, 0.0]], "charge": 1, "orbital_gap_ev": 13.0, "homo_ev": -15.67, "lumo_energy_ev": -2.7, "smiles": "CO[N+](C)(C)OC"}

{"formula": "C4H12NO2P", "method": "ωB97M-V with the def2-TZVPD basis set", "symbols": ["C", "C", "C", "C", "N", "O", "O", "P", "H", "H", "H", "H", "H", "H", "H", "H", "H", "H", "H", "H"], "coordinates": [[1.127448, -1.220372, 1.225407], [1.665607, -0.165520, -0.845655], [-2.242107, -2.222567, 0.298985], [-0.052643, 3.357009, -0.642094], [1.055650, -0.068228, 0.479273], [-1.175251, -1.599494, -0.345028], [0.555062, 2.177241, -0.386670], [0.073588, 1.196371, 0.884698], [-0.473457, -1.997204, -0.028627], [2.047535, -1.815458, 1.358509], [0.265520, -1.185395, 1.946679], [2.343586, 0.660981, -0.990404], [2.308318, -0.943028, -0.858405], [0.917532, -0.310604, -1.626344], [-2.036300, -2.441065, 1.496295], [-2.612644, -3.149400, -0.076075], [-3.056325, -1.478887, 0.281002], [0.192241, 3.787678, -1.705638], [0.230756, 4.185519, 0.087849], [-1.134113, 3.232430, -0.553748]], "atomic_forces_ev_per_a": [[-1.7, 0.7, 1.0], [-0.7, 2.4, 0.1], [-0.9, 1.2, 3.7], [-0.9, 3.4, -0.9], [1.1, -1.6, -0.5], [-5.5, 2.2, -2.6], [1.1, -2.0, 0.3], [-0.2, 1.3, -0.2], [6.1, -2.9, 2.2], [-0.7, 0.5, -0.3], [1.4, -0.7, 0.0], [-0.4, 0.7, -0.5], [1.8, -3.1, 0.2], [0.0, 0.4, 0.1], [-0.2, 0.6, -2.8], [0.1, -0.8, -0.8], [0.1, -0.5, 0.1], [-0.3, -1.2, 1.9], [-0.1, -0.9, -0.7], [-0.2, 0.3, -0.3]], "charge": 0, "orbital_gap_ev": [7.4, 7.0], "homo_ev": [-7.15, -6.63], "lumo_energy_ev": [0.2, 0.3]}

{"formula": "C4H12NO2P", "method": "ωB97M-V with the def2-TZVPD basis set", "symbols": ["C", "C", "C", "C", "N", "P", "O", "O", "H", "H", "H", "H", "H", "H", "H", "H", "H", "H", "H", "H"], "coordinates": [[-1.548135, -2.382729, 1.130264], [-0.746586, -1.065435, 1.070776], [-0.324336, -0.688425, -0.331560], [0.295781, 0.748009, -0.184106], [-0.564401, 1.883112, 0.007138], [1.282240, 1.355174, -1.703658], [2.111900, 2.717257, -1.164080], [2.522717, 0.280087, -1.657465], [-1.002345, -3.150439, 0.469509], [-1.749594, -2.645701, 2.095299], [-2.555028, -2.374784, 0.645295], [-0.016101, -1.148453, 1.764082], [-1.260137, -0.241221, 1.438298], [-1.119023, -0.518308, -0.996578], [0.367658, -1.385618, -0.586744], [1.053922, 0.883496, 0.680560], [-0.745247, 1.950209, 0.981132], [-1.371334, 1.699281, -0.558041], [1.979488, 3.430042, -1.722394], [3.388561, 0.654445, -1.377725]], "atomic_forces_ev_per_a": [[0.1, 0.3, -4.2], [-3.1, -1.5, -2.3], [0.5, 3.6, 3.1], [3.8, 0.7, 0.0], [-0.3, -0.5, -0.6], [-0.1, 0.0, 0.2], [0.0, -3.2, 2.0], [1.0, 0.1, 0.1], [-0.5, 0.7, 1.6], [0.0, -1.3, 2.6], [0.6, 0.6, 0.2], [3.2, -0.4, 1.6], [-1.8, 1.4, 0.9], [-1.3, -0.6, -1.0], [2.1, -1.8, -1.7], [-0.9, -1.0, -1.2], [-0.9, 0.4, 0.6], [-1.0, 0.5, 0.2], [-0.6, 2.1, -1.7], [-1.0, -0.2, -0.2]], "charge": 0, "orbital_gap_ev": 9.1, "homo_ev": -8.11, "lumo_energy_ev": 1.0, "smiles": "CCC[C@H](N)P(O)O"}

{"formula": "C4H12NO2P", "method": "ωB97M-V with the def2-TZVPD basis set", "symbols": ["C", "C", "C", "C", "N", "O", "O", "P", "H", "H", "H", "H", "H", "H", "H", "H", "H", "H", "H", "H"], "coordinates": [[1.270444, -0.821032, -0.983103], [0.602715, -1.389225, 1.405921], [-1.524701, 1.147629, -1.444288], [0.479529, -0.493309, 0.256351], [0.905095, 1.425663, 0.899386], [-1.906702, 0.565221, 1.223690], [-2.118300, -1.357332, -0.458655], [-1.301648, -0.137879, -0.148495], [0.800482, -0.274114, -1.746918], [1.358363, -1.937988, -1.256736], [2.370868, -0.386896, -0.852689], [1.623241, -1.283679, 1.936001], [-0.197103, -1.264500, 2.131509], [0.573246, -2.421209, 0.934575], [-1.130930, 2.200108, -1.191204], [-1.084340, 0.764255, -2.347949], [-2.625047, 1.459303, -1.405407], [1.576619, 1.163059, 1.559151], [1.522447, 1.776663, 0.192296], [-1.194275, 1.265260, 1.296560]], "atomic_forces_ev_per_a": [[3.1, -0.2, 1.0], [1.7, -1.3, 0.8], [-0.4, 2.2, 1.9], [-0.5, 3.4, -0.1], [-2.1, -2.9, -1.8], [2.2, 0.4, -1.5], [1.4, 1.0, 0.0], [-2.6, -0.6, 0.9], [-0.1, 0.4, -1.6], [-0.4, 1.8, 0.7], [-2.2, -1.1, -0.4], [-1.5, -0.2, -0.8], [0.0, -0.1, 0.0], [-0.1, 0.9, 0.9], [0.3, -1.8, -0.2], [-0.5, 0.2, -0.7], [1.2, -1.4, -0.6], [1.0, -0.8, 1.9], [0.1, 0.3, -1.1], [-0.8, -0.2, 0.8]], "charge": 0, "orbital_gap_ev": 10.2, "homo_ev": -9.80, "lumo_energy_ev": 0.4}

E_tot list, top to bottom, in eV: -9917.23093; -9919.59557; -9920.74588; -9919.81942; -9915.71241; -19212.27382; -19216.22040; -19215.85535
Relative energy (zero: lowest compared OMol25 entry of this formula, charge and spin) list, top to bottom, in kJ/mol: 482.3; 254.2; 143.2; 232.6; 628.8; 529.2; 148.4; 183.6